Molecular formula: C4H11NO2S
Method: DFT, wB97M-V/def2-TZVPD

## Properties
E_HOMO (alpha / beta): -14.52 / -13.47 eV
Energy: -762.045517 hartree
LUMO (alpha / beta): -3.60 / -8.67 eV
Maximum force: 3.03 eV/Å
Energy relative to the best compared isomer or geometry (same formula, charge and spin): 50.23 kcal/mol

Geometry as ORCA input:
```
! RIJCOSX wB97M-V def2-TZVPD def2/J DEFGRID3
* xyz 1 2
C -1.948 0.174 0.171
N -0.604 0.701 0.544
C 0.328 0.529 -0.519
C 0.679 -0.820 -1.137
S 2.423 -0.801 -1.623
C -0.287 1.494 -1.718
O -0.499 1.067 -2.796
H -1.840 -0.676 -0.479
H -2.528 0.192 1.080
H -2.415 0.980 -0.411
H -0.241 0.243 1.384
H 1.213 1.169 -0.449
H 0.767 -1.562 -0.396
H 0.059 -1.103 -1.986
H 2.274 -1.274 -2.871
H -0.385 2.515 -1.334
H 0.925 -0.187 4.502
H 1.268 -1.723 4.145
O 0.809 -0.919 3.894
*
```

***

Molecular formula: C36H34BrF3N8O2Re
Method: DFT, wB97M-V/def2-TZVPD

## Properties
E_HOMO (alpha / beta): -12.75 / -12.97 eV
Energy: -4932.186652 hartree
LUMO (alpha / beta): -5.85 / -6.44 eV
Maximum force: 0.39 eV/Å
Energy relative to the best compared isomer or geometry (same formula, charge and spin): 11.52 kcal/mol

Geometry as ORCA input:
```
! RIJCOSX wB97M-V def2-TZVPD def2/J DEFGRID3
* xyz 2 2
Re -0.144 0.074 -0.533
Br -6.319 -0.150 -4.786
C -4.792 0.257 -3.767
C -4.751 1.443 -3.021
C -3.644 1.765 -2.270
C -2.541 0.902 -2.213
O -1.502 1.239 -1.471
C -2.585 -0.284 -2.972
C -1.407 -1.073 -3.113
N -0.369 -1.006 -2.347
C 0.844 -1.605 -2.787
C 1.017 -2.831 -3.360
C 2.304 -3.193 -3.830
C 3.360 -2.329 -3.748
C 3.194 -1.056 -3.145
C 4.209 -0.081 -3.011
C 3.922 1.105 -2.390
C 2.643 1.307 -1.844
N 1.676 0.422 -1.945
C 1.933 -0.728 -2.632
C -3.712 -0.585 -3.762
H -5.603 2.109 -3.040
H -3.621 2.675 -1.685
H -1.344 -1.726 -3.981
H 0.189 -3.521 -3.459
H 2.438 -4.167 -4.279
H 4.330 -2.608 -4.137
H 5.197 -0.275 -3.408
H 4.668 1.881 -2.290
H 2.414 2.210 -1.289
H -3.719 -1.487 -4.361
N -2.700 -2.765 3.485
C -2.631 -2.950 2.346
N -2.523 -3.142 1.029
C -1.599 -2.492 0.474
N -0.731 -1.891 -0.051
C -1.386 5.073 -0.193
N -0.480 3.971 -0.520
C 0.210 4.056 -1.804
C -0.370 2.946 0.262
O 0.455 1.990 0.057
H -0.823 6.003 -0.148
H -1.862 4.890 0.766
H -2.147 5.155 -0.968
H 0.874 4.920 -1.804
H -0.536 4.174 -2.589
H 0.770 3.142 -1.980
H -0.993 2.947 1.154
F 5.224 -2.396 3.400
C 5.400 -2.187 2.087
F 6.374 -1.285 1.939
F 5.791 -3.331 1.529
C 4.107 -1.688 1.476
C 3.219 -2.563 0.879
C 2.023 -2.068 0.386
N 1.691 -0.770 0.456
C 2.578 0.072 1.014
C 3.783 -0.341 1.543
H 3.442 -3.617 0.789
H 1.297 -2.720 -0.072
H 2.301 1.117 1.022
H 4.460 0.379 1.981
C -1.064 -0.733 5.135
N 0.047 -0.550 4.146
C 0.269 -1.821 3.404
C -0.111 0.664 3.225
C -1.408 0.657 2.469
C -2.527 1.060 3.216
C -3.811 0.953 2.729
C -3.984 0.406 1.467
C -2.880 0.079 0.703
C -1.551 0.248 1.129
H -0.760 -1.515 5.828
H -1.961 -1.045 4.604
H -1.222 0.197 5.673
H 0.892 -0.366 4.688
H -0.612 -2.014 2.797
H 0.397 -2.624 4.125
H 1.157 -1.719 2.792
H 0.761 0.656 2.574
H -0.046 1.523 3.895
H -2.379 1.454 4.215
H -4.657 1.254 3.331
H -4.977 0.247 1.067
H -3.076 -0.324 -0.282
*
```

***

Molecular formula: C16H17N
Method: DFT, wB97M-V/def2-TZVPD

## Properties
E_HOMO (alpha / beta): -11.45 / -11.45 eV
Energy: -674.271922 hartree
LUMO (alpha / beta): -3.79 / -6.77 eV
Maximum force: 5.33 eV/Å
Energy relative to the best compared isomer or geometry (same formula, charge and spin): 67.09 kcal/mol

Geometry as ORCA input:
```
! RIJCOSX wB97M-V def2-TZVPD def2/J DEFGRID3
* xyz 1 2
C 1.148 0.294 3.891
C -0.881 -2.158 1.874
C -0.647 -0.772 2.087
C 0.303 -0.690 3.207
C 0.542 -2.031 3.574
C -2.242 -1.771 0.022
C -1.658 -2.726 0.911
C -2.119 -0.419 0.235
C -1.288 0.098 1.190
N -0.196 -2.995 2.962
H -2.853 -2.219 -0.721
H -1.810 -3.820 0.819
H -2.550 0.109 -0.506
H -1.032 1.124 1.209
H 0.021 -3.968 2.861
H 1.409 -2.260 4.013
H 2.199 -0.116 3.766
H 0.867 0.372 4.874
H 0.932 1.297 3.540
C 0.257 2.507 -4.544
C 1.122 1.940 -0.958
C 0.819 2.586 -2.099
C 1.053 0.553 -0.902
C 0.701 1.847 -3.294
C 0.875 -0.179 -2.017
C 0.684 0.520 -3.204
H 1.214 2.491 -0.008
H 0.915 3.622 -2.154
H 0.766 -0.019 0.012
H 0.475 -1.325 -2.048
H -0.568 3.229 -4.431
H -0.079 1.681 -5.222
H 0.537 -0.025 -4.006
H 1.086 3.223 -4.933
*
```

***

Molecular formula: C22H25FeN10O2S3
Method: DFT, wB97M-V/def2-TZVPD

## Properties
E_HOMO (alpha / beta): -10.33 / -10.38 eV
Energy: -4009.537768 hartree
LUMO (alpha / beta): -2.55 / -2.73 eV
Maximum force: 0.20 eV/Å

Geometry as ORCA input:
```
! RIJCOSX wB97M-V def2-TZVPD def2/J DEFGRID3
* xyz 1 5
Fe -1.217 -0.235 -0.713
C -5.410 -0.034 -4.274
C -4.426 -1.092 -3.951
N -4.253 -2.198 -4.594
N -3.238 -2.835 -3.932
C -2.765 -2.152 -2.888
S -1.558 -2.535 -1.795
N -3.531 -1.023 -2.895
N -3.340 -0.013 -1.958
H -6.026 -0.375 -5.102
H -4.911 0.889 -4.573
H -6.053 0.179 -3.419
H -2.913 -3.734 -4.247
H -3.345 0.886 -2.428
H -4.077 -0.024 -1.257
C 4.672 0.794 4.812
C 3.918 0.182 3.666
C 4.457 -0.870 2.932
C 3.756 -1.448 1.884
C 2.497 -0.966 1.566
C 1.940 0.089 2.280
C 2.650 0.654 3.322
S 1.569 -1.742 0.278
O 0.508 -2.496 0.938
O 2.475 -2.510 -0.525
N 0.852 -0.539 -0.514
C 1.669 0.328 -1.259
C 3.039 0.276 -1.396
C 3.741 1.247 -2.142
C 3.104 2.282 -2.757
C 1.698 2.375 -2.651
C 0.957 3.426 -3.225
C -0.400 3.480 -3.057
C -1.020 2.455 -2.334
N -0.370 1.438 -1.812
C 0.987 1.393 -1.926
H 5.728 0.533 4.776
H 4.273 0.440 5.765
H 4.585 1.880 4.804
H 5.443 -1.242 3.181
H 4.177 -2.263 1.311
H 0.967 0.479 2.000
H 2.224 1.483 3.874
H 3.603 -0.524 -0.943
H 4.817 1.155 -2.214
H 3.648 3.030 -3.318
H 1.477 4.194 -3.784
H -0.992 4.288 -3.461
H -2.090 2.497 -2.159
C -1.152 -2.285 4.021
C -1.537 -0.927 3.579
N -1.581 0.145 4.303
N -1.937 1.142 3.431
C -2.100 0.718 2.180
S -2.438 1.553 0.757
N -1.871 -0.617 2.273
N -1.892 -1.431 1.150
H -0.951 -2.264 5.089
H -0.257 -2.612 3.487
H -1.950 -3.000 3.820
H -2.025 2.090 3.756
H -1.057 -2.048 1.152
H -2.751 -1.970 1.112
*
```

***

Molecular formula: C21H49ClN7O11
Method: DFT, wB97M-V/def2-TZVPD

## Properties
E_HOMO: -6.57 eV
Energy: -2500.666892 hartree
LUMO: 2.30 eV
Maximum force: 1.28 eV/Å
Energy relative to the best compared isomer or geometry (same formula, charge and spin): 0.00 kcal/mol

Geometry as ORCA input:
```
! RIJCOSX wB97M-V def2-TZVPD def2/J DEFGRID3
* xyz -1 1
Cl 0.231 -0.607 -0.118
O 1.070 -1.381 -0.987
O -0.975 -0.205 -0.831
O -0.130 -1.312 1.070
O 0.950 0.619 0.256
C 4.243 -0.801 1.397
C 3.269 -1.566 2.283
O 2.639 -2.507 1.855
N 3.214 -1.140 3.574
C 2.401 -1.770 4.575
H 4.996 -1.516 1.068
H 4.710 0.044 1.902
H 3.704 -0.456 0.515
H 3.637 -0.244 3.768
H 2.749 -1.461 5.560
H 2.449 -2.852 4.468
H 1.344 -1.490 4.490
C 4.690 4.007 4.881
C 3.990 2.824 4.238
O 4.604 1.800 3.989
N 2.692 3.005 3.913
C 1.971 2.056 3.114
H 4.969 3.744 5.900
H 4.071 4.902 4.910
H 5.597 4.175 4.306
H 2.277 3.891 4.134
H 1.761 1.111 3.625
H 2.508 1.792 2.206
H 0.973 2.401 2.848
C 0.868 4.519 0.340
C 2.258 4.264 -0.217
O 2.973 5.182 -0.599
N 2.648 2.973 -0.197
C 3.925 2.519 -0.683
H 0.242 3.625 0.280
H 0.390 5.262 -0.296
H 0.948 4.851 1.372
H 2.001 2.273 0.136
H 3.835 1.509 -1.077
H 4.679 2.483 0.113
H 4.288 3.203 -1.448
C -0.104 3.101 -2.772
C 0.387 2.233 -3.914
O 0.134 2.511 -5.077
N 1.064 1.125 -3.531
C 1.495 0.084 -4.422
H -1.147 3.343 -2.965
H 0.483 4.019 -2.763
H -0.046 2.592 -1.809
H 1.046 0.954 -2.538
H 0.980 -0.849 -4.188
H 2.571 -0.076 -4.346
H 1.243 0.383 -5.437
C -1.251 -3.884 -2.360
C -1.234 -4.652 -1.061
O -0.531 -4.317 -0.135
N -2.048 -5.758 -0.977
C -2.965 -6.230 -1.996
H -2.144 -4.051 -2.955
H -0.341 -4.090 -2.921
H -1.222 -2.826 -2.094
H -2.021 -6.247 -0.098
H -3.774 -5.523 -2.200
H -3.414 -7.157 -1.642
H -2.450 -6.437 -2.935
C -5.686 -3.509 -3.786
C -4.582 -2.474 -3.693
O -3.590 -2.530 -4.395
N -4.765 -1.530 -2.733
C -3.767 -0.547 -2.361
H -5.247 -4.439 -4.146
H -6.406 -3.208 -4.549
H -6.185 -3.687 -2.836
H -5.558 -1.638 -2.125
H -3.391 -0.761 -1.361
H -4.167 0.468 -2.357
H -2.923 -0.609 -3.040
C -1.611 1.335 2.534
C -2.938 0.624 2.478
O -3.486 0.180 3.477
N -3.450 0.447 1.237
C -4.715 -0.199 1.051
H -1.237 1.509 1.525
H -0.922 0.696 3.081
H -1.668 2.291 3.058
H -2.881 0.693 0.443
H -5.256 0.257 0.216
H -5.323 -0.074 1.943
H -4.615 -1.270 0.842
*
```

***

Molecular formula: C16H25NO2
Method: DFT, wB97M-V/def2-TZVPD

## Properties
E_HOMO: -8.30 eV
Energy: -829.375165 hartree
LUMO: 0.62 eV
Maximum force: 17.99 eV/Å
Energy relative to the best compared isomer or geometry (same formula, charge and spin): 347.07 kcal/mol

Geometry as ORCA input:
```
! RIJCOSX wB97M-V def2-TZVPD def2/J DEFGRID3
* xyz 0 1
C -1.160 3.105 -0.254
C -0.090 2.922 -1.394
H 0.578 3.777 -1.250
C 0.932 1.792 -1.355
C 1.617 1.641 -0.177
C 2.805 2.317 0.239
C 3.319 2.303 1.506
C 2.896 1.408 2.520
C 1.643 0.903 2.313
C 0.904 1.003 1.045
H 0.055 0.601 1.114
H 1.185 0.407 3.171
H 3.252 1.349 3.317
H 4.413 2.512 1.792
H 3.459 2.684 -0.586
C 0.277 0.663 -1.753
O 0.781 -0.145 -2.691
O -0.924 0.357 -1.288
C -1.463 -1.076 -1.681
H -1.322 -0.971 -2.705
C -0.932 -2.185 -1.028
N -1.945 -2.424 0.240
C -1.731 -1.871 1.462
H -0.752 -1.481 1.612
C -2.356 -0.775 1.452
H -3.676 -0.953 1.289
H -2.562 -0.101 2.237
H -2.254 0.016 0.786
H -2.074 -2.404 2.179
C -2.194 -3.983 0.207
C -0.796 -4.844 0.739
H 0.047 -4.682 -0.123
H -1.122 -5.864 0.787
H -0.555 -4.381 1.520
H -2.934 -4.116 0.861
H -2.407 -4.460 -0.571
H 0.113 -2.101 -0.693
H -1.159 -2.878 -1.556
H -2.548 -0.773 -1.543
H 1.809 2.135 -1.864
H -0.674 3.080 -2.352
H -1.797 2.451 -0.162
H -1.654 4.113 -0.444
H -0.662 3.238 0.586
*
```

***

Molecular formula: C12H30F4LiN2O16P2S4
Method: DFT, wB97M-V/def2-TZVPD

## Properties
E_HOMO: -6.91 eV
Energy: -4471.486038 hartree
LUMO: 2.37 eV
Maximum force: 3.11 eV/Å
Energy relative to the best compared isomer or geometry (same formula, charge and spin): 0.00 kcal/mol

Geometry as ORCA input:
```
! RIJCOSX wB97M-V def2-TZVPD def2/J DEFGRID3
* xyz -1 1
Li -0.799 -0.062 -0.347
N -1.700 -1.291 0.843
S -1.125 -2.037 2.119
O -0.910 -3.437 2.001
O -1.669 -1.527 3.337
F 0.347 -1.436 2.138
S -3.173 -2.006 0.682
O -4.099 -1.635 1.688
O -3.122 -3.342 0.208
F -3.631 -1.210 -0.604
N -1.051 0.835 -4.935
S -0.072 0.472 -3.667
O -0.739 0.221 -2.435
O 1.206 1.092 -3.624
F 0.301 -0.988 -4.195
S -1.163 2.424 -4.739
O -0.107 3.170 -5.339
O -1.647 2.873 -3.469
F -2.434 2.721 -5.663
C 0.119 -4.877 -1.429
C 0.292 -3.387 -1.406
O 1.269 -3.062 -0.379
P 2.007 -1.681 -0.437
O 1.106 -0.534 -0.578
O 2.863 -1.696 0.886
C 3.968 -2.611 1.035
C 3.593 -4.080 1.119
O 3.035 -1.825 -1.620
C 3.650 -0.658 -2.217
C 5.000 -1.077 -2.752
H -0.638 -5.123 -2.180
H 1.025 -5.419 -1.695
H -0.308 -5.188 -0.476
H 0.585 -2.963 -2.370
H -0.632 -2.886 -1.116
H 4.674 -2.427 0.224
H 4.433 -2.325 1.976
H 3.381 -4.534 0.154
H 4.457 -4.604 1.537
H 2.733 -4.200 1.776
H 3.031 -0.236 -3.004
H 3.799 0.053 -1.402
H 4.938 -1.782 -3.580
H 5.581 -0.220 -3.094
H 5.545 -1.544 -1.929
C 1.119 1.210 3.857
C 0.757 1.975 2.613
O -0.665 2.229 2.649
P -1.397 2.615 1.305
O -1.026 1.856 0.104
O -2.909 2.695 1.712
C -3.557 1.455 2.174
C -4.860 1.885 2.780
O -1.014 4.149 1.191
C -1.466 4.842 -0.010
C -2.403 5.942 0.437
H 0.645 0.234 3.927
H 2.191 1.027 3.957
H 0.801 1.785 4.731
H 1.272 2.936 2.562
H 1.012 1.409 1.714
H -3.688 0.835 1.294
H -2.870 0.998 2.885
H -5.484 2.358 2.019
H -5.466 1.080 3.194
H -4.670 2.609 3.573
H -0.549 5.151 -0.512
H -1.903 4.159 -0.745
H -2.781 6.438 -0.458
H -3.195 5.493 1.029
H -1.818 6.686 0.976
*
```

***

Molecular formula: C3H15NO4
Method: DFT, wB97M-V/def2-TZVPD

## Properties
E_HOMO: -9.11 eV
Energy: -478.926739 hartree
LUMO: 0.49 eV
Structure (SMILES): CCNCO.O.O.O
Maximum force: 3.96 eV/Å
Energy relative to the best compared isomer or geometry (same formula, charge and spin): 64.05 kcal/mol

Geometry as ORCA input:
```
! RIJCOSX wB97M-V def2-TZVPD def2/J DEFGRID3
* xyz 0 1
C -0.629 2.599 -0.438
C 0.562 2.246 0.366
N 0.233 0.917 1.033
C 1.219 0.014 1.440
O 1.728 -0.683 0.230
H -0.254 3.378 -1.194
H -1.341 3.167 0.121
H -1.149 1.837 -1.010
H 1.552 2.157 -0.178
H 0.559 2.998 1.174
H -0.652 0.477 0.472
H 0.677 -0.673 2.151
H 2.196 0.447 2.079
H 2.131 -1.507 0.562
O -1.971 -0.264 -2.091
H -2.322 0.416 -2.587
H -1.097 -0.091 -1.922
O 2.179 -4.479 -3.980
H 1.816 -4.949 -3.194
H 1.411 -3.911 -4.213
O -2.401 -1.426 4.025
H -2.785 -1.829 3.292
H -1.662 -0.841 3.863
*
```